# 1
# C4O3

A 2-piece molecular cluster, C4O3 overall in a non-equilibrium geometry (ωB97M-V with the def2-TZVPD basis set, the Open Molecules 2025 dataset).

Frontier orbital gap ... 9.68 eV
HOMO level ... -9.72 eV
Molecular weight ... 96.0 g mol⁻¹
E_tot ... -10287.672 eV
Max |F| ... 3.81 eV/A

Element x y z (Å)
O1 0.466 -0.452 2.413
O2 -1.957 -1.351 -0.284
O3 1.346 1.392 -1.846
C1 -1.129 -0.515 -0.288
C2 0.622 0.920 -1.090
C3 0.935 -0.558 1.382
C4 -0.162 0.300 -0.257

# 2
# C50H100N4O12

A 8-piece molecular cluster, C50H100N4O12 overall in a non-equilibrium geometry (ωB97M-V with the def2-TZVPD basis set, the Open Molecules 2025 dataset).

Frontier orbital gap ... 8.43 eV
Structure (SMILES) ... CCCNc1c(C)c2c(c(CCCCNC(C)=O)c1C[C@H](C)O)C(=O)C(CCCN)=C(N(C)C(C)=O)C2=O.CC(C)O.CC(C)O.CC(C)O.CC(C)O.CC(C)O.CC(C)O.CC(C)O
HOMO level ... -8.86 eV
Molecular weight ... 949.4 g mol⁻¹
E_tot ... -84001.741 eV
Max |F| ... 2.12 eV/A

Element x y z (Å)
O1 -8.239 -1.788 3.852
O2 -0.324 -2.202 -4.288
O3 1.202 0.865 6.230
O4 -2.853 -1.888 4.147
O5 7.319 5.832 8.736
O6 1.524 2.276 -4.994
O7 2.200 0.063 -7.406
O8 1.925 4.281 4.879
O9 -3.441 0.829 1.774
O10 -6.025 -7.463 2.918
O11 6.650 1.615 -10.164
O12 -5.326 -2.437 -6.554
N1 3.833 -1.526 -2.447
N2 3.524 0.169 -5.504
N3 -4.254 -2.587 -4.529
N4 -0.363 2.808 -0.162
C1 -2.993 -2.770 -6.721
C2 -1.530 0.295 0.431
C3 2.791 -3.375 -3.783
C4 -2.405 -2.350 -2.321
C5 2.425 -2.481 -5.009
C6 -3.456 -1.257 -2.569
C7 0.129 -0.260 -2.923
C8 -0.248 1.737 -1.113
C9 1.764 -1.201 -4.633
C10 2.142 4.067 6.278
C11 -8.969 0.492 4.147
C12 0.430 -1.307 -3.952
C13 1.018 4.707 7.076
C14 -10.518 -1.441 4.569
C15 5.525 0.168 -11.735
C16 -4.607 -7.304 2.912
C17 -5.205 -1.565 4.586
C18 -4.109 -2.560 4.243
C19 2.097 -0.486 4.441
C20 0.939 3.917 1.693
C21 0.763 2.679 0.794
C22 -4.121 -6.956 4.311
C23 7.124 5.134 7.506
C24 0.653 0.997 -3.148
C25 3.495 4.634 6.679
C26 -4.275 -2.594 -5.951
C27 -3.071 0.486 0.416
C28 0.480 2.020 -2.262
C29 1.473 1.211 -4.402
C30 -1.184 -1.915 -1.485
C31 3.278 0.316 -6.903
C32 -0.607 -0.549 -1.800
C33 7.969 0.702 -11.967
C34 8.237 5.489 6.531
C35 1.082 0.577 4.835
C36 4.277 1.337 -4.970
C37 -0.337 0.127 4.520
C38 4.408 0.765 -7.809
C39 -3.964 -1.240 -4.018
C40 6.822 0.467 -10.996
C41 2.243 0.012 -4.854
C42 -3.595 1.614 -0.490
C43 -4.409 -3.273 2.933
C44 7.074 3.636 7.769
C45 2.062 4.790 1.114
C46 2.859 -2.642 -2.443
C47 -9.081 -0.944 4.637
C48 -0.785 0.490 -0.882
C49 1.055 3.393 -2.476
C50 -3.950 -8.577 2.399
H1 6.433 2.362 -10.732
H2 -3.271 -0.733 -4.691
H3 -2.900 -3.144 -1.754
H4 5.341 1.161 -5.133
H5 -4.387 -6.479 2.233
H6 0.054 4.296 6.773
H7 0.693 1.766 1.401
H8 8.889 0.921 -11.425
H9 8.162 5.549 9.105
H10 7.760 1.562 -12.609
H11 -0.460 -0.076 3.454
H12 5.309 1.061 -7.273
H13 4.709 0.009 -11.029
H14 -6.169 -2.057 4.684
H15 4.765 -1.927 -2.495
H16 -2.148 -2.795 -3.274
H17 0.006 4.467 1.821
H18 -4.013 -3.293 5.047
H19 2.966 4.188 1.003
H20 3.314 -2.330 -5.612
H21 -4.974 -1.053 5.523
H22 -2.719 -3.823 -6.787
H23 -6.238 -8.188 3.513
H24 -1.053 0.897 4.813
H25 -3.614 -3.981 2.691
H26 8.012 3.293 8.216
H27 8.100 4.986 5.573
H28 2.297 5.607 1.800
H29 3.784 -1.112 -1.520
H30 -0.390 -2.654 -1.641
H31 -4.372 -7.752 5.018
H32 -4.342 -1.471 -1.958
H33 5.241 1.012 -12.370
H34 1.294 3.579 2.675
H35 3.229 -3.378 -1.713
H36 7.067 -0.364 -10.334
H37 0.981 5.786 6.894
H38 1.678 2.577 0.209
H39 3.110 -0.155 4.678
H40 1.012 0.054 6.714
H41 4.129 1.462 -3.902
H42 9.211 5.205 6.938
H43 -2.158 -2.211 -6.293
H44 -7.934 0.832 4.196
H45 4.021 2.230 -5.541
H46 2.044 -0.708 3.374
H47 -3.040 -6.806 4.328
H48 -8.719 -1.011 5.664
H49 -10.582 -2.473 4.916
H50 3.538 5.710 6.484
H51 -1.148 1.032 1.132
H52 -1.219 2.722 0.367
H53 -4.197 -9.425 3.043
H54 -5.355 -3.816 2.986
H55 -2.928 -1.237 3.440
H56 6.903 3.077 6.848
H57 0.708 3.796 -3.425
H58 6.167 5.466 7.104
H59 -8.543 -1.744 2.939
H60 3.756 -3.861 -3.939
H61 4.292 4.171 6.093
H62 -10.882 -1.425 3.538
H63 -2.851 2.362 -0.764
H64 -4.365 2.139 0.080
H65 -1.308 -0.669 0.888
H66 5.622 -0.719 -12.362
H67 6.277 3.399 8.475
H68 8.137 -0.171 -12.600
H69 -3.138 -0.255 -2.293
H70 -11.179 -0.826 5.180
H71 -4.103 1.260 -1.382
H72 -9.285 0.568 3.103
H73 -9.585 1.164 4.746
H74 2.145 3.341 -2.501
H75 3.697 4.465 7.738
H76 -4.907 -0.679 -4.007
H77 -2.864 -8.475 2.361
H78 -1.453 -2.008 -0.437
H79 -5.177 -2.911 -4.261
H80 1.884 -2.329 -2.068
H81 -5.285 -0.797 3.812
H82 1.301 1.506 4.304
H83 4.679 -0.042 -8.486
H84 2.133 2.989 6.435
H85 1.147 4.540 8.146
H86 -0.596 -0.776 5.076
H87 -4.463 -2.556 2.109
H88 4.088 1.606 -8.419
H89 -4.312 -8.817 1.398
H90 2.024 -4.146 -3.692
H91 -4.605 -6.046 4.668
H92 1.717 -3.055 -5.611
H93 1.922 -1.411 4.998
H94 -3.120 -2.404 -7.737
H95 -3.109 1.724 1.898
H96 0.742 4.088 -1.704
H97 -3.579 -0.458 0.224
H98 1.812 5.192 0.131
H99 8.263 6.566 6.359
H100 1.926 5.231 4.725

# 3
# C50H103N2O13PS

A 13-piece molecular cluster, C50H103N2O13PS overall in a non-equilibrium geometry (ωB97M-V with the def2-TZVPD basis set, the Open Molecules 2025 dataset).

Frontier orbital gap ... 7.84 eV
HOMO level ... -7.36 eV
Molecular weight ... 1003.4 g mol⁻¹
E_tot ... -103238.989 eV
Max |F| ... 2.00 eV/A

Element x y z (Å)
S1 1.101 -2.700 -2.487
P1 5.417 0.678 -2.849
O1 4.998 3.789 -6.374
O2 6.187 -0.123 5.693
O3 1.212 6.164 -4.770
O4 2.554 -4.783 3.358
O5 -0.975 -7.379 4.300
O6 -0.086 -2.655 2.455
O7 -1.754 5.207 -8.324
O8 -4.921 3.344 4.308
O9 -2.900 1.652 -8.454
O10 0.857 -6.224 7.213
O11 -11.712 -0.116 -2.511
O12 1.436 3.446 -1.318
O13 -7.215 3.470 0.415
N1 1.761 -2.967 0.330
N2 4.012 -1.652 1.653
C1 4.374 -0.441 -1.809
C2 3.325 -1.068 -2.456
C3 -7.370 1.938 -1.422
C4 2.644 5.256 -0.256
C5 0.395 -1.456 3.070
C6 -2.277 -1.986 -0.381
C7 2.653 -2.108 -0.374
C8 -6.926 3.132 5.657
C9 -4.514 -1.176 0.522
C10 1.829 4.812 -1.457
C11 -0.097 -2.481 -1.179
C12 2.497 -1.878 -1.728
C13 -0.336 6.021 -10.116
C14 -1.800 -2.166 0.889
C15 -0.292 -9.140 5.819
C16 -0.130 -1.290 4.505
C17 7.288 -0.650 6.428
C18 6.765 5.445 -6.400
C19 4.559 -0.656 -0.463
C20 2.758 -4.238 4.661
C21 -3.089 0.991 -9.700
C22 -1.758 0.685 -10.363
C23 2.352 5.494 -5.310
C24 -5.307 0.503 2.024
C25 -5.946 -1.824 2.291
C26 4.922 -2.805 1.824
C27 3.722 -1.483 0.254
C28 -5.457 2.783 5.503
C29 5.876 -2.620 3.048
C30 -3.716 -1.591 -0.707
C31 -0.484 -2.484 1.144
C32 6.588 1.449 -1.615
C33 0.399 -2.635 0.100
C34 -5.203 -2.171 1.190
C35 3.363 -5.267 5.595
C36 -7.590 3.357 -0.952
C37 -5.975 -0.503 2.674
C38 4.222 2.091 -3.183
C39 6.107 4.308 -5.641
C40 -1.400 -2.165 -1.442
C41 -4.544 0.144 0.900
C42 -1.423 -8.536 5.010
C43 -10.627 -0.709 -0.435
C44 -11.385 0.355 -1.206
C45 8.296 0.436 6.756
C46 7.221 -2.039 2.526
C47 0.273 -5.383 8.203
C48 2.258 5.431 -6.821
C49 -1.240 -5.502 8.192
C50 -1.186 4.880 -9.589
H1 3.125 4.927 -7.242
H2 -4.881 3.151 6.359
H3 4.731 3.036 -3.377
H4 6.820 3.496 -5.464
H5 -0.935 6.927 -10.235
H6 5.565 -2.885 0.945
H7 2.405 4.488 -4.881
H8 -6.320 1.661 -1.295
H9 -10.362 -0.356 0.563
H10 -7.495 2.769 4.800
H11 -2.236 -8.222 5.663
H12 7.610 5.852 -5.843
H13 7.121 5.103 -7.375
H14 3.240 6.046 -5.003
H15 -6.992 4.065 -1.536
H16 5.335 3.476 -7.220
H17 7.952 -2.847 2.427
H18 -0.266 -7.658 3.712
H19 5.735 4.653 -4.677
H20 -7.063 4.215 5.700
H21 8.684 0.890 5.841
H22 -1.722 -2.053 -2.475
H23 -0.394 -0.237 4.657
H24 -1.902 0.169 -11.314
H25 -6.503 -2.607 2.797
H26 2.710 -6.134 5.687
H27 1.958 -5.533 3.445
H28 1.355 4.897 -7.130
H29 -2.466 -2.052 1.743
H30 -1.198 1.606 -10.548
H31 4.318 -5.623 5.202
H32 0.432 5.666 -5.036
H33 0.933 5.428 -1.571
H34 -0.578 3.985 -9.453
H35 6.887 -1.088 7.342
H36 -1.144 0.060 -9.713
H37 0.089 -0.599 2.461
H38 1.795 -3.883 5.050
H39 -5.023 4.300 4.361
H40 0.462 6.255 -9.411
H41 -5.137 -3.185 0.803
H42 1.494 -1.444 3.138
H43 5.373 -1.904 3.706
H44 7.758 -1.448 5.842
H45 3.155 -1.820 2.167
H46 6.046 6.246 -6.583
H47 0.674 -5.690 9.168
H48 0.907 3.379 -0.517
H49 7.614 -1.308 3.243
H50 -1.995 4.645 -10.290
H51 -6.285 3.228 0.467
H52 2.420 4.898 -2.368
H53 0.615 -1.540 5.266
H54 5.372 -0.149 0.046
H55 3.423 -3.380 4.554
H56 0.097 -8.405 6.524
H57 -12.308 0.632 -0.686
H58 2.194 6.437 -7.243
H59 -9.714 -0.985 -0.964
H60 0.579 -4.347 8.016
H61 3.532 4.631 -0.147
H62 3.508 1.832 -3.968
H63 -6.582 -0.253 3.544
H64 1.931 -2.911 1.328
H65 -8.639 3.637 -1.050
H66 -3.631 -0.693 -1.337
H67 -2.426 2.473 -8.627
H68 -0.627 -10.018 6.374
H69 6.536 0.254 4.879
H70 7.089 -1.537 1.563
H71 3.110 -0.959 -3.517
H72 7.444 0.795 -1.446
H73 9.134 0.034 7.328
H74 -1.689 -4.865 8.957
H75 -5.416 1.522 2.384
H76 2.956 6.297 -0.356
H77 -1.819 -9.260 4.292
H78 0.107 5.767 -11.080
H79 -5.325 1.703 5.440
H80 7.824 1.231 7.334
H81 0.536 -9.435 5.168
H82 0.510 -5.949 6.356
H83 -4.233 -2.341 -1.314
H84 -7.960 1.235 -0.832
H85 -11.228 -1.617 -0.337
H86 -3.994 0.880 0.317
H87 -7.637 1.827 -2.475
H88 -1.541 -6.535 8.373
H89 -12.258 -0.902 -2.409
H90 -10.776 1.251 -1.320
H91 -2.299 5.991 -8.440
H92 3.616 2.165 -2.267
H93 -3.705 1.624 -10.349
H94 6.890 2.405 -2.055
H95 -1.642 -5.213 7.218
H96 6.060 -3.587 3.522
H97 6.044 1.667 -0.688
H98 3.525 -4.846 6.588
H99 -7.340 2.693 6.567
H100 2.063 5.153 0.664
H101 -1.026 -1.887 4.698
H102 4.366 -3.745 1.954
H103 -3.635 0.071 -9.499